{
  "formula": "C17H25F5NNdO2P2",
  "method": "ωB97M-V/def2-TZVPD",
  "species": ["C", "C", "N", "C", "C", "C", "C", "P", "Nd", "P", "C", "O", "O", "H", "H", "H", "C", "C", "H", "H", "H", "H", "C", "C", "H", "H", "H", "H", "H", "H", "H", "H", "H", "H", "H", "H", "H", "H", "H", "H", "H", "H", "F", "C", "C", "C", "F", "C", "F", "C", "F", "C", "F"],
  "xyz": [[-0.386, -4.221, 0.384], [-0.050, -2.910, -0.024], [-0.220, -1.839, 0.823], [-0.657, -2.089, 2.093], [-0.935, -3.385, 2.532], [-0.822, -4.441, 1.672], [0.481, -2.711, -1.393], [1.664, -1.350, -1.668], [0.191, 0.534, -0.129], [-1.181, 0.718, 2.447], [-0.809, -0.960, 3.103], [-1.509, -2.239, -2.988], [-1.368, 0.114, -2.842], [-0.302, -5.017, -0.365], [-1.229, -3.504, 3.592], [-1.074, -5.478, 2.005], [3.270, -2.148, -1.384], [1.670, -1.170, -3.496], [-1.630, -1.228, 3.784], [0.116, -0.880, 3.695], [-0.637, -2.510, -2.285], [0.947, -3.653, -1.777], [-0.527, 1.720, 3.841], [-2.968, 0.832, 2.784], [-1.579, 0.696, -1.423], [-1.753, 0.847, -3.380], [-1.625, -1.085, -2.991], [-2.391, -2.643, -2.737], [1.481, 0.671, 1.479], [-1.795, 0.965, -0.742], [3.507, -2.847, -2.199], [4.037, -1.368, -1.343], [3.257, -2.673, -0.420], [1.955, -2.124, -3.966], [0.682, -0.841, -3.851], [2.413, -0.397, -3.752], [-3.177, 0.852, 3.864], [-3.347, 1.756, 2.327], [-3.485, -0.013, 2.315], [-1.152, 1.611, 4.743], [0.511, 1.419, 4.039], [-0.527, 2.775, 3.534], [-1.711, 3.656, -0.519], [-0.382, 3.954, -0.704], [0.594, 3.016, -0.517], [1.918, 3.372, -0.629], [2.918, 2.448, -0.475], [2.287, 4.709, -0.950], [3.558, 5.060, -1.037], [1.271, 5.643, -1.185], [1.596, 6.908, -1.509], [-0.069, 5.279, -1.071], [-1.027, 6.172, -1.307]],
  "mulliken_charge": [-1.019, 0.829, 0.289, 0.602, -0.832, -0.353, -1.235, 0.863, 0.111, 0.968, -1.153, -0.686, -0.745, 0.421, 0.384, 0.355, -1.302, -1.277, 0.436, 0.345, 0.224, 0.375, -1.306, -1.437, -0.037, 0.165, 0.398, 0.326, -0.138, 0.266, 0.375, 0.393, 0.361, 0.410, 0.326, 0.418, 0.409, 0.400, 0.367, 0.391, 0.345, 0.387, -0.346, 0.446, -0.444, 0.583, -0.279, -0.067, -0.302, 0.604, -0.311, 0.003, -0.305],
  "lumo_ha": [0.00330, 0.00586],
  "multiplicity": 4,
  "e_above_lowest_kcal_mol": 0.0
}



{
  "formula": "C15H25NO2",
  "method": "ωB97M-V/def2-TZVPD",
  "species": ["C", "C", "C", "C", "C", "C", "C", "H", "O", "C", "C", "C", "C", "C", "N", "H", "C", "C", "O", "H", "H", "H", "H", "H", "H", "H", "H", "H", "H", "H", "H", "H", "H", "H", "H", "C", "H", "H", "H", "H", "H", "H", "H"],
  "xyz": [[5.678, 0.714, -1.346], [4.596, 0.164, -0.692], [4.443, -1.111, -0.565], [3.257, -1.752, 0.121], [2.279, -1.034, 0.538], [2.339, 0.428, 0.600], [3.407, 0.893, 0.021], [3.567, 2.112, -0.363], [1.497, 1.484, 0.959], [0.377, 1.018, 1.654], [-0.785, 0.824, 0.674], [-1.198, 1.859, -0.396], [-2.128, 1.186, -1.437], [-3.530, 1.271, -0.701], [-3.647, -0.030, -0.049], [-3.496, -0.858, -0.371], [-4.880, -0.386, 0.778], [-6.063, -0.794, -0.126], [-5.573, -1.860, -0.870], [-5.544, -2.567, 0.007], [-7.013, -0.835, 0.264], [-6.302, 0.049, -0.879], [-4.766, -0.848, 1.579], [-5.299, 0.763, 1.360], [-3.794, 2.207, -0.338], [-4.192, 1.199, -1.580], [-1.836, 0.261, -1.826], [-2.171, 2.315, -2.113], [-0.270, 2.048, -0.706], [-1.425, 2.574, 0.358], [-0.337, -0.104, 0.021], [-1.646, 0.271, 1.066], [0.029, 2.001, 2.211], [0.494, 0.150, 2.384], [1.385, -1.349, 1.228], [3.066, -2.998, 0.350], [2.143, -3.526, -0.363], [3.867, -3.722, 0.160], [2.915, -3.415, 1.383], [4.905, -1.741, -0.868], [5.740, 0.231, -2.281], [5.449, 1.871, -1.252], [6.453, 0.384, -0.898]],
  "mulliken_charge": [-1.321, 0.644, -1.720, 0.974, -0.519, -0.012, 0.335, -0.122, -0.386, -0.898, 0.288, -1.267, -0.684, -0.774, -0.106, 0.285, -1.176, -0.525, -0.522, 0.365, 0.435, 0.244, 0.600, 0.245, 0.518, 0.404, 0.493, 0.224, 0.806, 0.295, 0.000, 0.327, 0.372, 0.288, 0.144, -1.535, 0.190, 0.429, 0.297, 1.268, 0.351, 0.299, 0.442],
  "lumo_ha": 0.02201,
  "multiplicity": 1,
  "e_above_lowest_kcal_mol": 370.9
}



{
  "formula": "C3H6ClO5P",
  "method": "ωB97M-V/def2-TZVPD",
  "species": ["C", "C", "C", "O", "O", "O", "O", "O", "P", "Cl", "H", "H", "H", "H", "H", "H"],
  "xyz": [[-0.812, -0.020, 0.043], [-0.175, 1.324, 0.011], [1.285, 0.902, -0.399], [3.917, -0.830, 1.663], [3.611, -0.915, -0.820], [1.773, -1.935, 0.583], [1.518, 0.791, -1.587], [2.115, 0.640, 0.588], [2.891, -0.952, 0.624], [-15.725, -1.146, 0.164], [-1.417, -0.164, -0.846], [0.090, -0.716, 0.165], [-1.400, -0.060, 1.007], [-0.080, 1.654, 1.002], [-0.552, 1.947, -0.897], [2.961, -0.521, -1.302]],
  "mulliken_charge": [-0.742, -0.256, 0.545, -0.731, -0.506, -0.733, -0.714, -0.411, 0.897, -1.000, 0.262, 0.172, 0.271, 0.321, 0.249, 0.376],
  "charge": -2,
  "lumo_ha": 0.17151,
  "multiplicity": 1,
  "e_above_lowest_kcal_mol": 0.0
}



{
  "formula": "C7H18O4",
  "method": "ωB97M-V/def2-TZVPD",
  "species": ["C", "C", "C", "C", "C", "C", "C", "O", "H", "H", "H", "H", "H", "H", "H", "H", "H", "H", "H", "H", "O", "H", "H", "O", "H", "H", "O", "H", "H"],
  "xyz": [[-3.186, 0.838, 0.378], [-1.815, 0.404, -0.102], [-0.738, 0.494, 0.656], [0.610, -0.026, 0.189], [0.740, -1.563, 0.163], [1.977, -2.020, 0.947], [1.642, -1.775, 2.405], [2.192, -1.010, 3.145], [-3.168, 1.209, 1.409], [-3.450, 1.709, -0.234], [-4.032, 0.154, 0.372], [-1.957, 0.329, -1.164], [-0.765, 0.751, 1.711], [0.723, 0.167, -0.881], [1.387, 0.517, 0.723], [-0.118, -2.043, 0.651], [0.722, -1.977, -0.843], [2.846, -1.436, 0.634], [2.316, -3.045, 0.776], [0.709, -2.275, 2.704], [-1.457, 1.287, -3.181], [-0.777, 0.812, -2.691], [-2.122, 1.521, -2.531], [0.314, 3.120, 0.544], [0.169, 2.617, 1.350], [0.536, 4.007, 0.845], [0.639, -0.862, -3.549], [0.191, -0.148, -4.024], [-0.107, -1.460, -3.406]],
  "mulliken_charge": [-1.496, -0.221, -0.393, -0.579, -0.947, -0.552, -0.001, -0.483, 0.353, 0.309, 0.312, 0.458, 0.517, 0.305, 0.528, 0.446, 0.281, 0.302, 0.404, 0.337, -0.687, 0.394, 0.375, -0.600, 0.340, 0.295, -0.638, 0.302, 0.338],
  "lumo_ha": 0.02511,
  "multiplicity": 1,
  "smiles": "C/C=C/CCCC=O.O.O.O",
  "e_above_lowest_kcal_mol": 29.6
}



{
  "formula": "C7H17NO4",
  "method": "ωB97M-V/def2-TZVPD",
  "species": ["C", "N", "C", "C", "C", "C", "C", "C", "H", "H", "H", "H", "H", "H", "H", "H", "H", "O", "H", "H", "O", "H", "H", "O", "H", "H", "O", "H", "H"],
  "xyz": [[-0.739, -0.751, -2.327], [0.218, 0.159, -1.674], [0.249, 0.231, -0.317], [-0.475, -0.614, 0.536], [-0.469, -0.472, 1.920], [0.254, 0.527, 2.538], [0.991, 1.358, 1.693], [0.967, 1.280, 0.311], [-0.899, -0.285, -3.293], [-1.655, -0.810, -1.777], [-0.222, -1.703, -2.462], [0.865, 0.643, -2.264], [-0.975, -1.467, 0.095], [-0.943, -1.292, 2.449], [0.210, 0.803, 3.581], [1.644, 2.135, 2.077], [1.469, 2.088, -0.205], [-1.752, 2.504, 0.629], [-2.229, 3.133, 1.184], [-1.760, 1.729, 1.210], [-3.175, 0.606, -2.797], [-3.592, -0.133, -2.341], [-3.086, 1.227, -2.062], [3.213, -1.095, 1.206], [2.423, -0.634, 0.870], [3.881, -0.579, 0.734], [1.841, -3.128, -0.137], [1.139, -2.845, 0.454], [2.607, -2.615, 0.169]],
  "mulliken_charge": [-0.847, -0.242, 1.098, -0.452, -0.663, -0.835, -0.256, -0.934, 0.339, 0.137, 0.333, 0.220, 0.591, 0.350, 0.442, 0.410, 0.348, -0.606, 0.293, 0.312, -0.664, 0.313, 0.330, -0.757, 0.429, 0.294, -0.675, 0.314, 0.381],
  "lumo_ha": 0.01862,
  "multiplicity": 1,
  "smiles": "CNc1ccccc1.O.O.O.O",
  "e_above_lowest_kcal_mol": 0.3
}



{
  "formula": "C25H30As3BBr4Cl5F2O4Ta",
  "method": "ωB97M-V/def2-TZVPD",
  "species": ["Ta", "Br", "C", "C", "Br", "C", "Br", "C", "O", "C", "O", "C", "Br", "C", "As", "C", "C", "C", "C", "C", "As", "C", "C", "C", "As", "C", "C", "H", "H", "H", "H", "H", "H", "H", "H", "H", "H", "H", "H", "H", "H", "H", "H", "H", "H", "H", "H", "H", "H", "H", "H", "H", "H", "H", "F", "B", "F", "Cl", "C", "C", "C", "Cl", "C", "Cl", "C", "Cl", "C", "Cl", "C", "O", "C", "O", "H", "H", "H"],
  "xyz": [[0.173, 1.478, 0.068], [-3.625, 7.217, 1.436], [-2.283, 6.050, 0.814], [-1.143, 6.549, 0.180], [-0.921, 8.405, -0.060], [-0.151, 5.682, -0.284], [1.430, 6.251, -1.123], [-0.319, 4.319, -0.110], [0.525, 3.377, -0.494], [-1.442, 3.826, 0.554], [-1.433, 2.488, 0.672], [-2.435, 4.672, 1.003], [-3.925, 3.906, 1.853], [-3.485, 0.581, -0.779], [-2.093, -0.140, 0.369], [-3.055, -0.110, 2.055], [-2.220, -2.011, -0.173], [-1.132, -2.980, 0.318], [-0.874, -2.790, 1.812], [0.138, -2.782, -0.503], [1.250, -1.174, -0.314], [2.306, -1.567, -1.901], [2.528, -1.807, 1.012], [-1.688, -4.397, 0.058], [-0.676, -6.106, 0.152], [0.454, -5.963, -1.457], [0.737, -5.808, 1.487], [-4.432, 0.102, -0.530], [-3.239, 0.382, -1.820], [-3.559, 1.653, -0.610], [-3.957, -0.713, 1.948], [-3.323, 0.926, 2.259], [-2.446, -0.484, 2.870], [-2.237, -2.002, -1.266], [-3.203, -2.346, 0.170], [-0.476, -1.794, 2.028], [-0.155, -3.515, 2.190], [-1.799, -2.906, 2.381], [-0.099, -2.840, -1.568], [0.845, -3.583, -0.284], [2.460, -2.647, -1.927], [3.268, -1.066, -1.853], [1.761, -1.247, -2.786], [3.004, -2.708, 0.623], [2.032, -2.024, 1.953], [3.279, -1.039, 1.185], [-2.104, -4.436, -0.955], [-2.539, -4.551, 0.728], [-0.122, -5.525, -2.272], [0.750, -6.968, -1.754], [1.352, -5.368, -1.297], [0.306, -5.746, 2.485], [1.347, -4.926, 1.298], [1.381, -6.688, 1.454], [1.441, 0.136, 2.840], [0.367, 0.775, 2.338], [-0.569, 1.010, 3.270], [2.696, 1.469, -2.300], [3.269, 2.033, -0.755], [2.388, 1.970, 0.309], [2.741, 2.756, 1.397], [1.489, 3.124, 2.572], [3.950, 3.427, 1.527], [4.314, 4.377, 2.907], [4.870, 3.330, 0.479], [6.406, 4.085, 0.608], [4.509, 2.664, -0.690], [5.583, 2.637, -2.032], [-1.413, 2.071, -3.891], [-1.022, 2.051, -2.509], [-0.601, 0.868, -2.009], [-0.633, -0.152, -2.667], [-1.764, 3.080, -4.086], [-2.203, 1.345, -4.081], [-0.555, 1.839, -4.520]],
  "mulliken_charge": [-0.694, -0.178, 0.440, 0.330, -0.165, -0.174, -0.126, -0.068, -0.030, -0.060, 0.878, -0.528, -0.115, -1.214, 1.348, -1.342, -2.220, 2.799, -1.313, -1.582, 1.508, -1.596, -1.492, -2.164, 0.284, -1.034, -0.954, 0.491, 0.319, 0.201, 0.519, 0.227, 0.306, 0.515, 0.665, -0.087, 0.170, 0.380, 0.630, -0.138, 0.507, 0.481, 0.312, 0.436, 0.352, 0.387, 0.579, 0.494, 0.276, 0.448, 0.238, 0.327, 0.134, 0.408, -0.147, 0.732, -0.133, -0.145, 1.221, -1.348, 1.001, -0.139, -0.356, -0.192, 0.550, -0.189, -0.261, -0.196, -0.828, 0.051, -0.016, -0.523, 0.220, 0.289, 0.296],
  "lumo_ha": -0.02883,
  "multiplicity": 1,
  "e_above_lowest_kcal_mol": 9.6
}